1.
C27H38F6LiN5SSb2 | ωB97M-V/def2-TZVPD

Results
ΔE to the lowest compared entry with this formula, charge and spin: 0.0 kcal/mol
<S²>: 0.7529
Multiplicity: 2
Kohn-Sham gap (spin up / spin down): 9.1232 / 4.9453 eV
LUMO energy (spin up / spin down): -2.16 / -6.34 eV
Net charge: +1
E_HOMO (spin up / spin down): -11.288 / -11.288 eV

Each line ends with the Mulliken charge.
CARTESIAN COORDINATES (ANGSTROEM)
Li 2.12815 0.74849 0.11639  0.851
C -0.98991 2.67595 1.84963  -0.430
C 0.05549 3.72010 1.59316  0.466
C -0.17587 5.06181 1.87951  -0.747
C 0.82290 5.98336 1.62577  -0.450
C 2.02503 5.53179 1.10278  -0.910
C 2.17623 4.17521 0.85318  0.073
N 1.21035 3.28491 1.08473  0.263
Sb 4.04279 3.49366 0.03989  0.944
C 4.30430 1.80788 1.36859  0.174
C 5.57538 1.63983 1.88362  -0.789
C 5.78600 0.66752 2.85571  -0.599
C 4.71480 -0.08386 3.28460  -0.669
C 3.46246 0.12718 2.70875  0.766
C 2.28381 -0.70339 3.12354  -1.397
N 3.26629 1.05050 1.76671  -0.023
C 3.11841 2.56788 -1.69062  0.338
C 3.72332 2.81587 -2.91277  -0.851
C 3.11827 2.35171 -4.07074  -0.618
C 1.92588 1.66334 -3.96856  -0.831
C 1.38590 1.43432 -2.70864  0.400
C 0.10572 0.67308 -2.53114  -0.416
N 1.97180 1.87938 -1.59262  0.010
H -1.94658 3.11373 2.13107  0.388
H -1.12150 2.08011 0.94639  -0.367
H -0.66448 2.00583 2.64832  0.237
H -1.12605 5.37071 2.29374  0.418
H 0.66895 7.03377 1.83508  0.417
H 2.83291 6.22228 0.89803  0.395
H 6.39286 2.26117 1.54156  0.428
H 6.77182 0.51117 3.27299  0.422
H 4.83311 -0.84156 4.04703  0.479
H 2.16916 -0.69406 4.20817  0.588
H 1.37594 -0.30857 2.67051  0.034
H 2.41614 -1.73942 2.80593  0.213
H 4.65209 3.36918 -2.96086  0.422
H 3.57188 2.52702 -5.03734  0.424
H 1.42242 1.28496 -4.84716  0.433
H -0.21684 0.21362 -3.46446  0.410
H 0.23934 -0.11281 -1.78676  -0.389
H -0.67657 1.35234 -2.18599  0.275
C -5.99562 -0.00887 -2.51213  -1.188
C -5.67103 -0.50612 -1.10833  -0.328
C -4.59433 0.31392 -0.40074  -0.483
C -3.24892 0.30993 -1.11481  -0.463
N -2.67383 -1.03056 -1.24643  0.029
C -1.92959 -1.62494 -0.32379  0.399
S -1.51180 -0.75090 1.12679  0.141
N -1.47004 -2.84375 -0.46968  0.059
C -0.76995 -3.58904 0.58313  -0.780
C -1.70061 -4.31573 1.54335  -0.501
C -2.49211 -5.48038 0.94822  -0.616
C -3.68444 -5.08238 0.08241  -0.999
H -6.87646 -0.50930 -2.91143  0.379
H -5.18207 -0.18841 -3.21902  0.289
H -6.19812 1.06388 -2.51139  0.291
H -5.36732 -1.55779 -1.14460  0.144
H -6.57300 -0.48863 -0.49522  0.383
H -4.46016 -0.04858 0.62239  0.222
H -4.91512 1.35625 -0.32099  0.463
H -2.51626 0.93219 -0.59544  -0.503
H -3.33178 0.71222 -2.12394  0.632
H -2.97916 -1.59476 -2.02634  0.325
H -1.62415 -3.30948 -1.35187  0.354
H -0.11998 -2.88115 1.10712  -0.044
H -0.09408 -4.27556 0.07606  0.518
H -2.38485 -3.59967 2.01089  0.211
H -1.06047 -4.69026 2.34612  0.445
H -2.86048 -6.08858 1.77599  0.383
H -1.81588 -6.12871 0.38342  0.282
H -4.32855 -4.37206 0.60625  0.260
H -4.28958 -5.95416 -0.16389  0.417
H -3.39138 -4.62982 -0.86628  0.191
F 1.52420 -0.94283 0.13312  -0.240
Sb 2.70167 -2.25624 -0.74673  2.349
F 1.15640 -2.73833 -1.73454  -0.611
F 2.20114 -3.45675 0.61777  -0.570
F 3.76385 -3.50547 -1.62875  -0.513
F 4.08787 -1.59866 0.33997  -0.557
F 3.04388 -0.85650 -1.96435  -0.550

=====

2.
C42H58BClN2P3Pt | ωB97M-V/def2-TZVPD

Results
ΔE to the lowest compared entry with this formula, charge and spin: 0.0 kcal/mol
Kohn-Sham gap: 7.8939 eV
LUMO energy: -1.97 eV
Net charge: +1
E_HOMO: -9.861 eV

Each line ends with the Mulliken charge.
CARTESIAN COORDINATES (ANGSTROEM)
Pt -0.69021 0.20215 0.00650  3.527
C -0.60900 1.95052 -3.80765  -1.620
C 0.72247 1.23326 -3.54376  2.394
C 1.79799 1.78762 -4.48061  -2.122
C 0.52787 -0.24267 -3.88000  -2.534
P 1.08697 1.34076 -1.70491  0.678
C 2.41963 0.08004 -1.34408  -0.846
N 2.35173 -0.12580 0.09170  1.184
B 1.13348 0.08987 0.81290  -1.319
N 1.47915 0.42945 2.15813  0.886
C 0.58841 1.23651 2.95953  -1.771
P -1.07840 1.14498 2.13274  -0.280
C -1.98131 -0.08880 3.22128  2.362
C -2.30049 0.42317 4.62809  -2.003
C -1.05261 -1.30758 3.34886  -1.605
C -3.27550 -0.54405 2.54069  -1.697
C -1.82694 2.85539 2.32488  2.363
C -3.32743 2.79394 2.02225  -1.748
C -1.17604 3.77646 1.28754  -1.712
C -1.60892 3.47767 3.70937  -1.703
C 2.87748 0.42852 2.24707  0.682
C 3.70748 0.73773 3.30591  -1.179
C 5.08477 0.68051 3.09940  -0.764
C 5.60758 0.31755 1.86526  -0.933
C 4.77314 0.00540 0.79316  -0.904
C 3.40723 0.07176 0.98966  -0.108
C 1.94032 2.98184 -1.32213  2.533
C 2.11436 3.06748 0.20056  -1.771
C 1.02859 4.12671 -1.77798  -2.024
C 3.33676 3.17111 -1.92508  -1.983
H -0.87269 1.82676 -4.86121  0.503
H -0.56454 3.01740 -3.60287  0.322
H -1.41179 1.52385 -3.20658  0.108
H 1.52234 1.54105 -5.50939  0.504
H 2.77875 1.34892 -4.28866  0.360
H 1.88040 2.87132 -4.42159  0.387
H 0.12249 -0.32107 -4.89284  0.726
H -0.18376 -0.72668 -3.20850  0.433
H 1.46681 -0.79463 -3.85612  0.404
H 3.41647 0.41124 -1.63533  0.726
H 2.20155 -0.83931 -1.89018  -0.719
H 0.92865 2.27823 2.97630  0.613
H 0.51859 0.89640 3.99567  0.692
H -1.43244 0.85419 5.13005  0.311
H -2.63974 -0.42124 5.23254  0.508
H -3.10315 1.15960 4.62496  0.355
H -0.16990 -1.09287 3.95376  0.377
H -0.72348 -1.66995 2.37636  0.179
H -1.60318 -2.11437 3.83886  0.666
H -4.03624 0.23095 2.51517  0.343
H -3.68481 -1.39196 3.09511  0.653
H -3.08374 -0.87260 1.51989  -0.035
H -3.53783 2.27330 1.08442  0.166
H -3.70671 3.81346 1.92677  0.557
H -3.88799 2.31268 2.82080  0.354
H -1.19066 3.33877 0.28812  -0.019
H -0.14693 4.01863 1.54958  0.346
H -1.72902 4.71828 1.26242  0.701
H -2.16354 2.97217 4.49562  0.362
H -1.95573 4.51345 3.67776  0.514
H -0.55563 3.50228 3.99144  0.253
H 3.30126 1.02246 4.26837  0.508
H 5.75457 0.91915 3.91421  0.428
H 6.68006 0.27422 1.73193  0.444
H 5.18723 -0.27475 -0.16770  0.500
H 1.21866 2.75673 0.73299  -0.092
H 2.33742 4.10290 0.47187  0.882
H 2.94852 2.45975 0.54429  0.165
H 0.00461 4.00328 -1.42149  0.339
H 1.00742 4.22735 -2.86254  0.379
H 1.41148 5.06605 -1.37229  0.527
H 4.04676 2.43737 -1.54207  0.375
H 3.70395 4.15278 -1.61378  0.522
H 3.35880 3.14524 -3.00953  0.315
Cl -2.85500 0.47107 -1.32659  -0.332
C -2.95909 -0.99727 -2.29705  1.597
C -3.96951 -1.03062 -3.24416  -0.656
C -4.15787 -2.19164 -3.97419  -0.663
C -3.36593 -3.30591 -3.72680  -0.921
C -2.36871 -3.24691 -2.77037  -1.031
C -2.11510 -2.07120 -2.05804  -0.954
P -0.84113 -2.00778 -0.74255  0.606
C -1.60088 -3.22954 0.40182  0.559
C -0.88743 -4.19428 1.10683  -0.444
C -1.53009 -5.01017 2.02965  -0.726
C -2.89062 -4.87856 2.25629  -0.773
C -3.61416 -3.93166 1.54432  -0.369
C -2.97289 -3.11569 0.62828  -0.882
C 0.65223 -2.84529 -1.34975  1.032
C 0.86398 -3.25061 -2.66561  -0.754
C 2.08274 -3.79719 -3.04299  -0.769
C 3.10207 -3.94460 -2.11384  -1.100
C 2.90293 -3.54114 -0.80057  -0.842
C 1.68940 -2.99003 -0.42383  -0.588
H -4.60202 -0.16668 -3.39410  0.556
H -4.94041 -2.23191 -4.71966  0.423
H -3.53549 -4.22491 -4.27110  0.447
H -1.78113 -4.13006 -2.55437  0.565
H 0.17056 -4.33317 0.94156  0.495
H -0.95963 -5.75612 2.56711  0.472
H -3.38774 -5.51752 2.97389  0.396
H -4.68049 -3.82944 1.69874  0.441
H -3.55620 -2.38540 0.07959  0.259
H 0.09389 -3.12447 -3.41286  0.428
H 2.23346 -4.10595 -4.06914  0.470
H 4.05086 -4.37026 -2.41265  0.422
H 3.69470 -3.64132 -0.06979  0.534
H 1.56286 -2.64602 0.59603  0.177

=====

3.
C26H27ClOPPt | ωB97M-V/def2-TZVPD

Results
<S²>: 6.0250
Multiplicity: 5
Kohn-Sham gap (spin up / spin down): 7.5377 / 5.4496 eV
LUMO energy (spin up / spin down): -2.25 / -6.38 eV
Net charge: +1
E_HOMO (spin up / spin down): -9.786 / -11.829 eV

Each line ends with the natural charge from an NBO analysis.
CARTESIAN COORDINATES (ANGSTROEM)
C -1.10254 -1.30021 1.11964  -0.295
C -0.96154 -1.84367 -0.18912  -0.155
C 0.42591 -1.95768 -0.49268  -0.309
H -1.78932 -2.14700 -0.81998  0.238
C 1.18176 -1.66566 0.71135  -0.316
C 0.21146 -1.28224 1.74679  -0.297
H 0.43095 -1.12087 2.79906  0.262
H -2.03461 -1.11502 1.64452  0.259
H 0.85873 -2.28437 -1.43222  0.250
H 2.24803 -1.78876 0.87712  0.268
Pt 0.44522 0.34772 0.26853  1.088
Cl 1.92851 1.23825 -1.28730  -0.524
P 0.11453 0.34772 -3.73902  1.289
C 1.19871 -0.72790 -4.76169  -0.297
C 0.77204 -1.44103 -5.89413  -0.227
H -0.27158 -1.40988 -6.20916  0.234
C 1.69654 -2.18846 -6.62876  -0.195
H 1.36317 -2.72557 -7.51751  0.233
C 3.03677 -2.24559 -6.23256  -0.164
H 3.75460 -2.82975 -6.81200  0.234
C 3.45628 -1.55482 -5.08659  -0.206
H 4.50154 -1.58873 -4.77864  0.235
C 2.53953 -0.82019 -4.33949  -0.220
H 2.84066 -0.30007 -3.42728  0.245
C -1.52970 -0.07756 -4.44326  -0.405
C -2.15901 -1.21734 -3.89708  -0.185
H -1.65720 -1.78099 -3.10681  0.213
C -3.40211 -1.62076 -4.37736  -0.208
H -3.88030 -2.50691 -3.95886  0.232
C -4.03370 -0.89486 -5.39827  -0.160
H -5.00588 -1.21728 -5.77600  0.235
C -3.41708 0.24317 -5.92782  -0.218
H -3.89987 0.80943 -6.72481  0.236
C -2.17657 0.66685 -5.44165  -0.129
H -1.71341 1.56747 -5.84643  0.230
C 0.42570 1.98543 -4.51413  -0.407
C 1.13210 2.17954 -5.71106  -0.199
H 1.56933 1.33196 -6.24031  0.233
C 1.26584 3.46943 -6.23349  -0.194
H 1.79839 3.61215 -7.17430  0.232
C 0.72044 4.56743 -5.56075  -0.166
H 0.82581 5.57214 -5.97526  0.233
C 0.04327 4.37591 -4.34770  -0.225
H -0.39138 5.22680 -3.82262  0.233
C -0.07876 3.09812 -3.81073  -0.118
H -0.55980 2.94037 -2.84310  0.220
C -2.10036 1.22929 2.93216  -0.630
C -1.06106 2.08704 2.22704  0.069
C 0.26079 2.24383 2.95228  -0.643
O -0.91665 1.65207 0.85412  -0.624
H -1.65633 0.32456 3.36435  0.197
H -2.89544 0.93989 2.23432  0.224
H -2.54822 1.78807 3.76034  0.233
H -1.51283 3.08627 2.09648  0.200
H 0.78297 1.28115 3.00997  0.199
H 0.89059 2.95488 2.40744  0.229
H 0.11810 2.62435 3.96957  0.233

=====

Number 1: energy -76486.6516 eV, strongest force on any atom 0.0140 Eh/bohr. Number 2: energy -91788.1015 eV, strongest force on any atom 0.0184 Eh/bohr. Number 3: energy -54494.8955 eV, strongest force on any atom 0.0646 Eh/bohr.